Density functional theory data (the ωB97M-V functional and the def2-TZVPD basis) for C15H18FNO4 in the gas phase.

## Properties
maximum force = 0.73 eV/A
E_tot = -1038.01717 hartree
E_LUMO = -0.251 eV
HOMO energy = -9.34 eV
multiplicity = 1
energy relative to the best compared isomer or geometry (same formula, charge and spin) = 0.0 kJ/mol

Geometry as XYZ:
```
39
C15H18FNO4, DFT the ωB97M-V functional and the def2-TZVPD basis
C 2.967 -3.698 -0.331
C 3.314 -2.396 0.380
H 4.314 -2.464 0.812
H 2.605 -2.218 1.193
C 3.278 -1.201 -0.572
N 1.944 -0.986 -1.083
C 1.646 -1.080 -2.383
O 2.462 -1.185 -3.274
C 0.150 -1.001 -2.732
H -0.047 -0.050 -3.231
H -0.059 -1.825 -3.422
O -0.738 -1.053 -1.623
C -0.911 -2.252 -1.049
O -0.375 -3.257 -1.429
C -1.879 -2.202 0.116
C -2.250 -0.790 0.554
C -1.032 -0.018 1.017
O 0.054 -0.550 1.120
C -1.212 1.419 1.326
C -0.060 2.182 1.538
C -0.141 3.529 1.824
C -1.395 4.112 1.905
C -2.556 3.382 1.706
C -2.461 2.036 1.413
H -3.367 1.471 1.265
H -3.513 3.874 1.782
F -1.491 5.421 2.185
H 0.741 4.127 1.985
H 0.899 1.693 1.470
H -2.717 -0.247 -0.269
H -2.963 -0.842 1.381
H -2.772 -2.757 -0.179
H -1.411 -2.748 0.939
H 1.216 -0.917 -0.383
H 3.611 -0.296 -0.050
H 3.925 -1.372 -1.435
H 1.960 -3.662 -0.739
H 3.024 -4.535 0.362
H 3.659 -3.878 -1.150
```